Version a
Density functional theory data (ωB97M-V with the def2-TZVPD basis set) for 2 unconnected molecules or ions with the total composition C3H2F2O2.

Bonds (Å) are listed after each position.
Geometry (Å):
1 C -2.276 -0.080 0.035  H2 1.148, O6 1.262, H8 1.097
2 H -1.587 -0.933 0.374  C1 1.148
3 O -0.814 0.649 -1.535  O6 1.292
4 F 2.972 -1.673 -0.541  C9 1.300
5 F 1.915 1.220 1.529  C7 1.280
6 O -1.939 0.698 -0.900  C1 1.262, O3 1.292
7 C 2.344 0.452 0.599  F5 1.280, C9 1.209
8 H -3.280 0.300 0.263  C1 1.097
9 C 2.664 -0.634 0.177  F4 1.300, C7 1.209

Output
Frontier orbital gap (spin up / spin down) = 9.3231 / 9.3253 eV
LUMO energy (spin up / spin down) = -0.39 / -0.39 eV

=====

Version b
Density functional theory data (ωB97M-V with the def2-TZVPD basis set) for 2 unconnected molecules or ions with the total composition C3H2F2O2.

Bonds (Å) are listed after each position.
Geometry (Å):
1 C -1.974 -0.369 -0.474  F2 1.282, O3 1.157, H5 1.043
2 F -2.980 -0.983 -0.978  C1 1.282
3 O -1.668 0.705 -0.777  C1 1.157
4 C 1.360 0.490 0.773  F6 1.331, C8 1.290, H9 0.986
5 H -1.547 -0.961 0.272  C1 1.043
6 F 0.699 -0.266 1.646  C4 1.331
7 O 2.621 -0.092 -1.220  C8 1.157
8 C 1.970 0.048 -0.274  C4 1.290, O7 1.157
9 H 1.519 1.428 1.033  C4 0.986

Output
SMILES = O=C=CF.O=CF
Frontier orbital gap = 9.2640 eV
LUMO energy = -0.10 eV

=====

The structure shown above that is most stable: version b.